Entry from the Open Molecules 2025 dataset: the molecule C16H17NO4S at a distorted geometry (wB97M-V/def2-TZVPD).

The max |F| comes out at 1.29 eV/A. As for the HOMO energy: -8.328 eV. As for the total energy: -1373.76213 Ha. Its energy above the lowest of the compared OMol25 structures with the same formula, charge and spin is 202.4 kJ/mol. As for the molecular weight: 319.4 g/mol. As for the structure (SMILES): COc1ccc(S(=O)(=O)N2CCc3ccccc32)cc1OC. The total charge is 0. Its spin multiplicity is 1. The HOMO-LUMO gap is 0.3252 hartree.

Each line ends with the Mulliken charge.
Cartesian coordinates (Å):
C 2.649444 3.601417 -0.428089  -0.96
O 1.656762 3.067142 0.415125  -0.40
C 0.712230 2.232753 -0.114818  1.27
C 0.706503 1.852044 -1.453567  -0.41
C -0.241304 0.974687 -1.953021  -1.12
C -1.203656 0.477029 -1.102169  -0.05
S -2.345026 -0.774433 -1.679770  1.13
O -3.528674 -0.757362 -0.879478  -0.68
O -2.469738 -0.690199 -3.104760  -0.71
N -1.521159 -2.208151 -1.348379  -0.03
C -0.414421 -2.544944 -2.241467  -0.67
C 0.873198 -2.486167 -1.399187  -0.67
C 0.332984 -2.508107 0.003113  1.20
C 0.984122 -2.638136 1.209503  -0.75
C 0.236204 -2.591761 2.380052  -0.53
C -1.136349 -2.414937 2.334394  -0.50
C -1.802542 -2.281548 1.123631  -0.62
C -1.050951 -2.330421 -0.033813  -0.49
C -1.237186 0.854448 0.222913  -0.38
C -0.294396 1.736622 0.744357  0.12
O -0.451079 2.002237 2.064238  -0.45
C 0.234817 3.063125 2.696049  -0.82
H 2.216145 4.208665 -1.228451  0.37
H 3.259900 4.235259 0.213469  0.25
H 3.276925 2.816172 -0.860681  0.36
H 1.457586 2.237111 -2.123763  0.40
H -0.246049 0.692193 -2.992813  0.48
H -0.424910 -1.863126 -3.089825  0.28
H -0.588126 -3.559890 -2.612383  0.43
H 1.528579 -3.331051 -1.607927  0.42
H 1.436450 -1.564878 -1.573333  0.23
H 2.055395 -2.771396 1.245211  0.47
H 0.732345 -2.695386 3.333219  0.40
H -1.700226 -2.381088 3.254297  0.42
H -2.868541 -2.132907 1.071478  0.56
H -2.008908 0.477240 0.871895  0.57
H 0.077973 4.010082 2.175661  0.31
H 1.305118 2.865380 2.775356  0.26
H -0.199440 3.122284 3.693735  0.29

Cartesian forces, eV/Å:
C 0.2 0.1 -0.1
O -0.4 -0.3 0.1
C 0.0 0.0 0.1
C 0.0 0.0 0.0
C 0.0 0.0 -0.1
C -0.5 -0.4 -0.2
S 0.2 0.0 -0.2
O 0.2 0.0 0.4
O 0.3 0.0 0.0
N -1.0 0.8 -0.4
C 0.4 -0.2 -0.6
C 0.0 0.1 0.0
C -0.3 0.0 -0.2
C -0.1 0.0 0.0
C 0.1 0.0 0.1
C -0.1 0.0 0.0
C 0.0 -0.1 0.0
C 0.5 -0.3 0.9
C 0.1 0.3 0.3
C -0.1 -0.1 -0.2
O 0.0 -0.3 -0.2
C 0.2 0.3 0.3
H 0.0 0.0 0.0
H 0.0 0.0 -0.1
H 0.0 0.0 0.0
H 0.1 0.1 0.0
H 0.0 0.0 -0.2
H 0.1 -0.2 0.0
H 0.1 0.1 0.0
H 0.0 0.0 0.0
H 0.0 0.0 0.0
H 0.1 0.0 0.0
H 0.0 0.0 0.1
H -0.1 0.0 0.1
H -0.1 0.0 0.0
H -0.1 0.0 0.2
H 0.0 0.0 0.0
H -0.1 0.0 0.0
H 0.0 0.0 -0.1

Entry from the Open Molecules 2025 dataset: a structure of composition C10H26CrO6 at a distorted geometry (wB97M-V/def2-TZVPD).

The max |F| comes out at 1.71 eV/A. As for the HOMO energy (spin up / spin down): 1.041 / -0.625 eV. As for the total energy: -1892.42507 Ha. As for the molecular weight: 294.3 g/mol. The total charge is -2. Its spin multiplicity is 5. The HOMO-LUMO gap (spin up / spin down) is 0.1319 / 0.1928 hartree.

Each line ends with the Mulliken spin population.
Cartesian coordinates (Å):
Cr 0.610570 -0.324777 -0.064665  3.87
C -0.829608 -1.488374 -3.154308  0.03
C -0.120556 -0.162474 -3.292832  0.01
O 0.321465 0.282454 -2.078856  0.02
H -0.164288 -2.231439 -2.708439  0.01
H -1.299766 -1.874928 -4.076247  0.00
H -1.654143 -1.400472 -2.435433  0.00
H -0.763436 0.602295 -3.801246  0.00
H 0.762367 -0.234155 -3.973109  0.00
C -2.927781 -2.229725 1.817941  0.01
C -1.801422 -2.084187 0.791395  0.00
O -0.653595 -1.601741 1.320764  0.01
H -3.858956 -2.536202 1.309091  0.00
H -3.090223 -1.288174 2.354950  0.00
H -2.709376 -2.997182 2.567861  0.00
H -2.191944 -1.510253 -0.086197  0.01
H -1.611836 -3.112302 0.379572  0.00
C 1.604205 2.612941 2.661600  0.01
C 2.141488 2.008173 1.367431  0.02
O 1.962758 0.700789 1.222815  0.03
H 2.160129 2.323603 3.562884  0.00
H 0.553914 2.380773 2.877855  0.00
H 1.644407 3.717548 2.605874  0.00
H 3.206562 2.361256 1.252420  0.00
H 1.690748 2.623718 0.529787  0.00
C 4.102770 -2.314379 -0.488186  0.00
C 2.800334 -2.061623 -1.246692  0.00
O 1.719270 -2.023777 -0.421736  -0.01
H 4.959261 -2.450831 -1.171170  0.00
H 4.027315 -3.260095 0.059341  0.00
H 4.286634 -1.488126 0.199732  0.00
H 2.676547 -2.872201 -2.018118  0.00
H 2.916623 -1.145159 -1.871633  0.00
C -1.204766 2.393754 0.101711  0.01
C -2.657539 2.708463 0.415564  0.00
O -2.932946 2.157100 1.723994  0.00
O -0.882779 1.078333 0.545838  -0.04
H -0.516569 3.053131 0.641478  0.00
H -0.993804 2.408682 -0.966294  0.01
H -3.288077 2.209118 -0.323255  0.00
H -2.805619 3.782759 0.544815  0.00
H -3.832208 2.398941 1.958299  0.00
H -1.356113 0.888729 1.365407  0.01

Cartesian forces, eV/Å:
Cr 0.5 -1.6 -0.1
C -0.8 -0.6 0.0
C 0.9 0.6 0.5
O -0.3 0.6 0.5
H 0.1 0.0 -0.2
H 0.3 0.0 -0.1
H 0.1 0.2 0.0
H -0.3 -0.2 0.1
H -0.2 -0.4 -0.2
C -0.5 -0.1 0.0
C 0.8 -0.6 -0.1
O -0.1 1.0 0.0
H 0.0 0.1 0.1
H 0.0 0.0 -0.1
H 0.2 0.0 0.0
H -0.1 0.1 0.2
H -0.3 0.0 -0.1
C -0.2 0.8 0.7
C 0.0 0.8 -0.9
O 0.2 -0.6 0.1
H 0.1 -0.2 -0.2
H 0.1 -0.3 -0.3
H 0.1 -0.1 0.0
H 0.1 -0.2 0.4
H -0.2 -0.1 0.2
C 0.3 -0.3 -0.3
C -0.4 0.0 -0.5
O -0.3 0.7 0.0
H 0.0 0.3 0.0
H -0.1 0.2 0.2
H 0.0 -0.1 0.1
H 0.2 0.0 0.1
H 0.1 0.0 0.2
C 0.6 -0.6 0.7
C 0.3 -0.4 0.8
O 0.0 0.1 -0.1
O -0.7 0.5 -0.6
H -0.2 0.4 -0.2
H 0.0 0.1 -0.1
H -0.2 0.3 0.0
H -0.1 0.1 -0.8
H 0.0 -0.1 0.0
H 0.3 -0.4 0.1

Entry from the Open Molecules 2025 dataset: the molecule C2H3F3 at a distorted geometry (wB97M-V/def2-TZVPD).

The max |F| comes out at 2.69 eV/A. As for the HOMO energy: -12.307 eV. As for the total energy: -377.58170 Ha. Its energy above the lowest of the compared OMol25 structures with the same formula, charge and spin is 116.5 kJ/mol. As for the molecular weight: 84.0 g/mol. As for the structure (SMILES): FCC(F)F. The total charge is 0. Its spin multiplicity is 1. The HOMO-LUMO gap is 0.4932 hartree.

Each line ends with the Mulliken charge.
Cartesian coordinates (Å):
F -1.603568 0.285981 0.177457  -0.26
C -0.578540 -0.434916 -0.276205  -0.24
C 0.604333 0.201759 0.330077  0.30
F 1.777928 -0.360454 -0.003426  -0.23
F 0.568438 1.488922 -0.201905  -0.27
H -0.543895 -0.246403 -1.384916  0.19
H -0.744614 -1.467586 -0.031731  0.29
H 0.519920 0.532696 1.390646  0.22

Cartesian forces, eV/Å:
F -2.2 0.9 0.9
C 0.4 -0.5 -1.9
C 0.5 2.5 0.8
F -0.1 -0.2 0.2
F 0.6 0.1 -0.7
H 0.3 -0.6 0.9
H 0.2 -0.6 0.1
H 0.2 -1.6 -0.2

Question: The highest max |F| belongs to which entry?
Answer: C2H3F3

Question: Which formula does entry 2 have?
Answer: C10H26CrO6